# 1
Here is a molecular structure, C42H45F5N9O2S2Tl from the OMol25 dataset. Energies are from ωB97M-V with the def2-TZVPD basis set.

Computed properties:
LUMO energy = 4.031 eV
Total charge = -2

Geometry (Å):
Tl  -0.073  -0.273  -0.613
C  -4.644  5.260  -1.946
C  -4.617  3.920  -1.255
C  -5.258  2.812  -1.800
C  -5.180  1.566  -1.193
C  -4.438  1.418  -0.030
C  -3.808  2.519  0.538
C  -3.909  3.761  -0.067
S  -4.139  -0.190  0.683
O  -5.427  -0.868  0.725
O  -3.517  0.070  1.962
N  -3.050  -0.839  -0.252
C  -3.272  -1.360  -1.499
C  -4.460  -1.984  -1.966
C  -4.488  -2.534  -3.227
C  -3.348  -2.503  -4.032
C  -2.223  -1.908  -3.491
N  -2.179  -1.357  -2.282
H  -5.318  5.250  -2.803
H  -3.643  5.519  -2.299
H  -4.967  6.049  -1.264
H  -5.809  2.919  -2.729
H  -5.691  0.716  -1.626
H  -3.230  2.382  1.442
H  -3.388  4.609  0.365
H  -5.315  -2.032  -1.307
H  -5.395  -3.012  -3.584
H  -3.332  -2.929  -5.026
H  -1.291  -1.856  -4.052
N  -1.032  1.786  1.536
C  -0.993  3.145  1.795
C  -1.132  3.589  3.119
C  -1.196  4.932  3.438
C  -1.151  5.870  2.415
C  -0.975  5.432  1.109
C  -0.814  4.087  0.750
C  -0.578  3.695  -0.685
C  -0.197  4.707  -1.587
C  -0.130  4.477  -2.951
C  -0.421  3.208  -3.438
C  -0.690  2.191  -2.531
C  -0.760  2.365  -1.137
H  -1.240  1.588  0.553
H  -1.587  1.251  2.191
H  -1.207  2.836  3.897
H  -1.303  5.241  4.472
H  -1.270  6.927  2.623
H  -0.998  6.179  0.328
H  0.072  5.695  -1.233
H  0.152  5.279  -3.625
H  -0.394  3.007  -4.504
H  -0.837  1.190  -2.942
C  5.301  -1.435  1.833
N  4.862  -0.045  1.827
C  5.834  0.861  1.202
C  4.991  1.954  0.536
N  3.658  1.431  0.634
C  2.521  2.081  0.022
C  3.580  0.252  1.312
N  2.482  -0.377  1.447
C  2.329  -1.497  2.346
C  0.844  -1.713  2.679
N  0.194  -2.595  1.731
C  -0.150  -3.777  2.013
N  -0.807  -4.597  1.103
C  -1.408  -4.001  -0.075
C  -1.544  -5.606  1.825
C  -0.673  -5.803  3.059
N  -0.032  -4.506  3.220
C  1.215  -4.484  3.966
H  6.352  -1.457  2.121
H  5.206  -1.906  0.849
H  4.746  -2.026  2.554
H  6.425  0.325  0.454
H  6.515  1.262  1.955
H  5.280  2.108  -0.508
H  5.075  2.917  1.055
H  2.372  1.752  -1.012
H  2.672  3.164  0.037
H  1.624  1.855  0.597
H  2.870  -1.333  3.291
H  2.704  -2.426  1.900
H  0.367  -0.734  2.597
H  0.737  -2.045  3.717
H  -0.686  -3.349  -0.559
H  -2.289  -3.399  0.178
H  -1.695  -4.794  -0.768
H  -1.641  -6.517  1.231
H  -2.551  -5.261  2.098
H  0.071  -6.593  2.886
H  -1.255  -6.069  3.943
H  1.496  -5.509  4.224
H  1.136  -3.914  4.895
H  2.022  -4.054  3.371
F  6.539  -4.444  -2.318
C  5.515  -3.584  -2.498
C  5.646  -2.247  -2.182
F  6.824  -1.804  -1.688
C  4.600  -1.370  -2.385
F  4.832  -0.086  -2.066
C  3.363  -1.742  -2.941
S  2.102  -0.625  -3.278
C  3.283  -3.114  -3.240
F  2.159  -3.612  -3.776
C  4.313  -4.009  -3.030
F  4.166  -5.309  -3.353

***

# 2
Here is a molecular structure, C42H45N7O3PTi from the OMol25 dataset. Energies are from ωB97M-V with the def2-TZVPD basis set.

Computed properties:
LUMO energy = 1.617 eV
Total charge = -1

Geometry (Å):
Ti  0.082  -0.472  -1.144
C  0.117  5.660  4.624
O  1.012  5.225  3.618
C  1.783  4.145  3.891
C  1.893  3.558  5.146
C  2.717  2.448  5.311
C  3.399  1.895  4.245
C  3.303  2.514  2.993
C  2.514  3.629  2.819
N  4.285  0.788  4.548
N  4.583  -0.070  3.707
C  3.813  -0.289  2.516
C  4.537  -0.572  1.393
C  3.951  -0.685  0.114
C  2.599  -0.564  -0.014
O  1.934  -0.636  -1.153
C  1.810  -0.392  1.171
N  0.463  -0.364  0.964
C  -0.336  -0.277  1.989
C  0.149  -0.258  3.310
C  1.490  -0.272  3.533
C  2.387  -0.288  2.436
H  -0.476  6.455  4.182
H  0.649  6.053  5.494
H  -0.544  4.850  4.943
H  1.356  3.952  5.996
H  2.812  1.980  6.285
H  3.854  2.124  2.148
H  2.438  4.108  1.851
H  5.614  -0.631  1.507
H  4.554  -0.851  -0.767
H  -1.393  -0.228  1.764
H  -0.549  -0.222  4.136
H  1.864  -0.289  4.547
C  -1.246  2.725  1.065
C  -0.535  3.350  -0.136
C  -1.555  3.952  -1.104
P  0.631  2.084  -0.870
C  1.353  2.998  -2.338
C  1.920  2.032  -3.376
C  2.452  3.947  -1.858
C  -2.014  -0.289  -0.890
C  -3.211  0.337  -1.216
C  -4.376  -0.362  -1.523
C  -5.641  0.373  -1.897
C  -4.335  -1.755  -1.494
C  -3.161  -2.440  -1.206
C  -2.012  -1.701  -0.919
N  -0.697  -2.231  -0.820
C  -0.438  -3.601  -0.616
C  -1.045  -4.296  0.452
C  -1.834  -3.570  1.509
C  -0.873  -5.669  0.570
C  -0.078  -6.393  -0.308
C  0.072  -7.888  -0.187
C  0.596  -5.680  -1.284
C  0.441  -4.305  -1.454
C  1.240  -3.653  -2.560
H  -1.884  3.464  1.566
H  -0.520  2.356  1.797
H  -1.871  1.888  0.745
H  0.107  4.152  0.242
H  -2.006  3.183  -1.732
H  -1.098  4.684  -1.773
H  -2.353  4.464  -0.549
H  0.555  3.577  -2.809
H  2.623  1.331  -2.915
H  2.452  2.584  -4.160
H  1.128  1.454  -3.846
H  3.270  3.377  -1.410
H  2.080  4.647  -1.102
H  2.854  4.537  -2.694
H  -3.248  1.424  -1.262
H  -5.406  1.353  -2.316
H  -6.287  0.528  -1.028
H  -6.212  -0.184  -2.642
H  -5.232  -2.321  -1.732
H  -3.130  -3.525  -1.256
H  -1.300  -2.676  1.830
H  -1.984  -4.218  2.374
H  -2.812  -3.242  1.153
H  -1.369  -6.186  1.387
H  -0.764  -8.322  0.364
H  0.991  -8.156  0.342
H  0.112  -8.357  -1.171
H  1.267  -6.207  -1.959
H  2.305  -3.842  -2.405
H  1.109  -2.579  -2.615
H  0.975  -4.078  -3.531
N  -1.425  -2.112  -3.987
C  -1.203  -0.792  -3.787
O  -0.185  -0.481  -3.054
C  -2.006  0.145  -4.431
C  -3.111  -0.308  -5.204
N  -4.001  -0.680  -5.840
C  -1.785  1.547  -4.314
N  -1.621  2.689  -4.278
H  -2.331  -2.382  -4.337
H  -1.007  -2.726  -3.306

***

# 3
Here is a molecular structure, C42H46Br3N3O3S2Y from the OMol25 dataset. Energies are from ωB97M-V with the def2-TZVPD basis set.

Computed properties:
Energy relative to the best compared isomer or geometry (same formula, charge and spin) = 4.9 kcal/mol
LUMO energy = 2.045 eV
Total charge = -1

Geometry (Å):
Y  0.358  -0.069  -1.350
C  -2.468  -1.673  -1.310
N  -2.377  -0.349  -1.952
C  -2.976  -0.409  -3.314
C  -2.034  -0.601  -4.484
N  -1.205  -1.803  -4.428
C  -2.002  -3.012  -4.479
C  -0.125  -1.751  -5.361
C  -0.019  -2.692  -6.388
C  1.035  -2.677  -7.291
C  2.002  -1.691  -7.187
C  1.908  -0.751  -6.174
C  0.873  -0.754  -5.233
S  0.948  0.446  -3.952
C  -3.113  0.664  -1.200
C  -4.459  0.442  -0.916
C  -5.222  1.384  -0.251
C  -4.624  2.582  0.125
C  -3.295  2.812  -0.165
C  -2.498  1.864  -0.829
S  -0.817  2.266  -1.135
H  -3.499  -2.042  -1.250
H  -2.057  -1.620  -0.303
H  -1.888  -2.381  -1.899
H  -3.483  0.539  -3.494
H  -3.762  -1.177  -3.308
H  -1.374  0.261  -4.536
H  -2.657  -0.612  -5.396
H  -2.581  -3.111  -5.412
H  -2.714  -3.019  -3.657
H  -1.359  -3.887  -4.376
H  -0.769  -3.461  -6.494
H  1.089  -3.430  -8.068
H  2.833  -1.658  -7.880
H  2.673  0.007  -6.062
H  -4.920  -0.490  -1.219
H  -6.263  1.186  -0.028
H  -5.197  3.337  0.651
H  -2.821  3.738  0.135
C  3.233  2.261  4.970
C  2.452  1.031  5.453
C  1.531  1.458  6.598
C  3.443  -0.006  5.999
C  1.667  0.452  4.280
C  2.319  -0.233  3.260
C  1.610  -0.646  2.157
Br  2.561  -1.659  0.866
C  0.232  -0.400  1.927
O  -0.297  -0.677  0.746
C  -0.453  0.129  3.053
C  0.296  0.582  4.142
C  -1.978  0.254  3.224
C  -2.788  -0.486  2.166
C  -2.379  1.731  3.200
C  -2.381  -0.355  4.579
H  3.817  2.692  5.788
H  2.552  3.025  4.587
H  3.917  1.994  4.162
H  2.133  1.797  7.444
H  0.903  0.631  6.935
H  0.881  2.284  6.305
H  3.928  0.378  6.900
H  4.229  -0.234  5.277
H  2.935  -0.939  6.251
H  3.380  -0.438  3.301
H  -0.251  1.066  4.939
H  -2.624  -0.065  1.185
H  -3.851  -0.396  2.407
H  -2.527  -1.546  2.135
H  -2.157  2.170  2.228
H  -1.839  2.302  3.959
H  -3.452  1.835  3.389
H  -2.039  -1.390  4.652
H  -3.470  -0.345  4.669
H  -1.975  0.194  5.429
Br  0.844  3.961  3.103
C  1.916  3.988  1.536
C  2.385  5.201  1.066
C  3.148  5.216  -0.094
C  3.434  4.034  -0.758
C  2.938  2.826  -0.283
C  2.173  2.799  0.876
C  3.284  1.558  -1.030
O  4.408  1.419  -1.471
O  2.337  0.675  -1.128
H  2.154  6.115  1.595
H  3.519  6.158  -0.476
H  4.042  4.027  -1.653
H  1.782  1.865  1.262
Br  2.951  -6.693  -1.983
C  2.050  -5.032  -1.956
C  1.102  -4.781  -0.981
C  0.482  -3.545  -0.998
N  0.731  -2.612  -1.919
C  1.664  -2.868  -2.840
C  2.353  -4.069  -2.899
H  0.867  -5.506  -0.216
H  -0.242  -3.284  -0.235
H  1.871  -2.077  -3.549
H  3.102  -4.232  -3.659

***

# 4
Here is a molecular structure, C42H46CrN6O2P2 from the OMol25 dataset. Energies are from ωB97M-V with the def2-TZVPD basis set.

Computed properties:
Energy relative to the best compared isomer or geometry (same formula, charge and spin) = 4.2 kcal/mol
LUMO energy (spin up / spin down) = -1.052 / -1.183 eV
Total charge = 0
Expectation value of S² = 6.10
Spin multiplicity = 5

Geometry (Å):
Cr  -2.255  0.716  -0.203
C  0.888  -3.220  0.542
C  0.752  -2.039  1.145
C  1.313  -0.711  0.696
C  0.717  -0.061  -0.575
C  1.188  -0.609  -1.883
C  1.731  -1.804  -2.101
C  2.688  -2.492  -1.175
C  1.929  -3.619  -0.467
C  -3.432  1.143  -1.893
H  0.297  -4.077  0.899
H  0.085  -1.960  2.029
H  2.414  -0.735  0.673
H  1.037  -0.017  1.515
H  -0.413  -0.154  -0.548
H  0.901  1.030  -0.542
H  0.811  -0.055  -2.752
H  1.482  -2.367  -3.020
H  3.151  -1.792  -0.473
H  3.521  -2.939  -1.737
H  1.463  -4.254  -1.243
H  2.662  -4.267  0.041
H  -2.965  0.718  -2.796
H  -3.446  2.245  -1.966
H  -4.470  0.771  -1.778
P  1.579  3.410  -1.088
P  2.045  1.911  2.561
N  2.770  3.353  -2.400
N  1.576  5.227  -1.100
N  3.726  1.319  2.397
N  2.392  2.568  4.188
C  2.860  3.272  0.239
C  2.313  3.474  1.660
C  2.382  3.068  -3.718
C  3.460  3.296  -4.566
C  4.548  3.762  -3.761
C  4.097  3.798  -2.446
C  0.415  5.974  -1.309
C  0.735  7.328  -1.284
C  2.146  7.429  -1.067
C  2.636  6.128  -0.969
C  4.068  -0.039  2.340
C  5.408  -0.160  2.000
C  5.914  1.162  1.792
C  4.882  2.045  2.084
C  3.571  2.679  4.941
C  3.328  3.484  6.051
C  1.962  3.920  5.962
C  1.423  3.368  4.812
H  3.679  3.992  0.086
H  3.299  2.275  0.084
H  3.010  4.111  2.232
H  1.334  3.977  1.655
H  1.382  2.712  -3.916
H  3.475  3.154  -5.639
H  5.539  4.047  -4.091
H  4.643  4.089  -1.559
H  -0.527  5.467  -1.456
H  0.045  8.153  -1.399
H  2.738  8.332  -0.984
H  3.651  5.789  -0.826
H  3.344  -0.797  2.601
H  5.962  -1.086  1.930
H  6.909  1.433  1.455
H  4.891  3.123  2.105
H  4.471  2.167  4.641
H  4.042  3.731  6.824
H  1.442  4.557  6.661
H  0.443  3.455  4.371
O  -1.535  -1.776  -1.694
C  -2.375  -2.098  -0.848
N  -2.795  -3.409  -0.565
C  -4.193  -3.376  -0.248
C  -4.278  -1.904  0.281
O  -5.213  -1.454  0.923
N  -3.126  -1.219  -0.102
C  -5.027  -3.623  -1.548
C  -5.771  -2.620  -2.166
C  -6.542  -2.900  -3.308
C  -6.572  -4.178  -3.862
C  -5.799  -5.180  -3.267
C  -5.023  -4.903  -2.133
C  -4.578  -4.432  0.793
C  -5.927  -4.777  0.966
C  -6.288  -5.761  1.891
C  -5.312  -6.382  2.674
C  -3.972  -6.027  2.511
C  -3.602  -5.055  1.569
H  -2.405  -4.145  -1.146
H  -5.773  -1.614  -1.742
H  -7.134  -2.102  -3.754
H  -7.182  -4.396  -4.742
H  -5.808  -6.188  -3.680
H  -4.436  -5.711  -1.688
H  -6.694  -4.262  0.381
H  -7.340  -6.020  2.009
H  -5.601  -7.128  3.417
H  -3.208  -6.486  3.135
H  -2.550  -4.781  1.457

***

no.,E (a.u.)
1,-3738.9489
2,-3427.4059
3,-10575.1054
4,-3834.0963